No. 1
ORCA calculation (ωB97M-V/def2-TZVPD) on C33H35B2F4GeN4O9Ti as an isolated structure.

lowest unoccupied orbital energy (alpha / beta): -0.031 / -0.075 hartree
HOMO-LUMO gap (alpha / beta): 7.1 / 6.4 eV
⟨S²⟩: 3.763
relative energy (zero: lowest compared OMol25 entry of this formula, charge and spin): 0.0000 eV
multiplicity: 4

Cartesian coordinates (Å):
Ti -0.236 0.036 0.623
C -3.567 1.093 3.520
C -2.466 1.091 2.509
N -1.626 -0.007 2.345
O -1.726 -0.890 3.324
B -1.353 -2.344 3.042
F -1.165 -2.899 4.285
F -2.387 -2.944 2.344
O -0.122 -2.449 2.193
N 0.582 -1.287 2.044
C 1.327 -0.873 2.996
C 1.558 -1.625 4.256
C 1.815 0.513 2.783
N 1.325 1.091 1.743
O 1.652 2.390 1.627
B 1.108 3.113 0.444
F 1.411 4.430 0.609
F 1.509 2.562 -0.732
O -0.465 3.074 0.566
N -1.058 1.948 0.869
C -2.196 2.138 1.691
C -2.944 3.428 1.681
C 2.666 1.234 3.768
H -3.746 0.090 3.896
H -3.314 1.734 4.366
H -4.486 1.480 3.078
H 1.416 -2.688 4.074
H 0.822 -1.323 5.004
H 2.555 -1.437 4.646
H -2.581 4.076 0.889
H -2.821 3.954 2.630
H -4.012 3.251 1.541
H 3.235 0.542 4.382
H 2.039 1.850 4.418
H 3.339 1.907 3.243
O 0.052 0.605 -3.448
C -0.402 0.137 -2.435
O 0.160 0.235 -1.250
C -1.716 -0.653 -2.434
C -2.653 -0.077 -1.368
C -4.053 -0.684 -1.451
C -3.833 -2.092 -0.837
C -2.329 -2.086 -0.588
O -2.126 -0.703 -0.167
C -1.592 -2.139 -1.929
C -0.167 -2.638 -1.889
O 0.304 -3.233 -2.832
O 0.549 -2.334 -0.811
H -2.141 -0.604 -3.432
H -2.607 1.004 -1.258
H -4.757 -0.101 -0.860
H -4.413 -0.712 -2.479
H -4.363 -2.206 0.106
H -4.128 -2.902 -1.501
H -1.970 -2.748 0.191
H -2.099 -2.806 -2.623
C 2.725 -1.789 -2.950
Ge 2.384 -2.520 -1.187
C 3.296 -1.395 0.109
C 3.862 -1.937 1.263
C 4.656 -1.157 2.092
C 4.890 0.176 1.776
C 4.325 0.731 0.637
C 3.535 -0.054 -0.194
C 2.737 -4.385 -0.783
C 1.789 -5.102 -0.102
C 2.009 -6.452 0.254
C 3.181 -7.063 -0.076
C 4.198 -6.355 -0.764
C 5.431 -6.968 -1.096
C 6.410 -6.269 -1.739
C 6.202 -4.916 -2.082
C 5.020 -4.303 -1.781
C 3.979 -5.001 -1.117
H 3.721 -1.347 -2.977
H 1.993 -1.010 -3.171
H 2.640 -2.568 -3.703
H 3.699 -2.983 1.503
H 5.108 -1.593 2.975
H 5.522 0.781 2.415
H 4.502 1.770 0.388
H 3.099 0.392 -1.081
H 0.854 -4.634 0.183
H 1.240 -6.994 0.790
H 3.359 -8.099 0.189
H 5.583 -8.006 -0.825
H 7.349 -6.747 -1.986
H 6.984 -4.364 -2.588
H 4.878 -3.263 -2.053

In the Mulliken picture, each atom carries the following charge in e: atom 1 (Ti): 0.021, atom 2 (C): -1.871, atom 3 (C): 0.584, atom 4 (N): 1.409, atom 5 (O): -0.636, atom 6 (B): 0.494, atom 7 (F): -0.338, atom 8 (F): -0.313, atom 9 (O): -0.475, atom 10 (N): 1.296, atom 11 (C): 0.081, atom 12 (C): -2.054, atom 13 (C): 0.160, atom 14 (N): 1.619, atom 15 (O): -0.685, atom 16 (B): 0.593, atom 17 (F): -0.331, atom 18 (F): -0.233, atom 19 (O): -0.416, atom 20 (N): 0.948, atom 21 (C): -0.322, atom 22 (C): -1.797, atom 23 (C): -1.797, atom 24 (H): 0.433, atom 25 (H): 0.308, atom 26 (H): 0.456, atom 27 (H): 0.371, atom 28 (H): 0.286, atom 29 (H): 0.651, atom 30 (H): 0.441, atom 31 (H): 0.338, atom 32 (H): 0.413, atom 33 (H): 0.495, atom 34 (H): 0.334, atom 35 (H): 0.430, atom 36 (O): -0.711, atom 37 (C): -0.457, atom 38 (O): -0.155, atom 39 (C): -0.189, atom 40 (C): -0.268, atom 41 (C): -0.950, atom 42 (C): -1.103, atom 43 (C): -0.483, atom 44 (O): -0.168, atom 45 (C): 0.003, atom 46 (C): -0.259, atom 47 (O): -0.578, atom 48 (O): -0.262, atom 49 (H): 0.577, atom 50 (H): 0.641, atom 51 (H): 0.295, atom 52 (H): 0.448, atom 53 (H): 0.382, atom 54 (H): 0.411, atom 55 (H): 0.772, atom 56 (H): 0.832, atom 57 (C): -1.428, atom 58 (Ge): 1.787, atom 59 (C): 0.121, atom 60 (C): 0.052, atom 61 (C): -0.903, atom 62 (C): -0.683, atom 63 (C): -0.847, atom 64 (C): -0.008, atom 65 (C): 0.547, atom 66 (C): -0.293, atom 67 (C): -1.214, atom 68 (C): -0.841, atom 69 (C): 0.746, atom 70 (C): -0.854, atom 71 (C): -0.562, atom 72 (C): -1.064, atom 73 (C): -0.786, atom 74 (C): 0.334, atom 75 (H): 0.548, atom 76 (H): 0.428, atom 77 (H): 0.361, atom 78 (H): 0.484, atom 79 (H): 0.487, atom 80 (H): 0.510, atom 81 (H): 0.429, atom 82 (H): 0.267, atom 83 (H): 0.349, atom 84 (H): 0.456, atom 85 (H): 0.376, atom 86 (H): 0.392, atom 87 (H): 0.382, atom 88 (H): 0.422, atom 89 (H): 0.332

---

No. 2
ORCA calculation (ωB97M-V/def2-TZVPD) on an isolated ion of composition C4H6N and charge +1 in a non-equilibrium geometry.

lowest unoccupied orbital energy: -0.216 hartree
HOMO-LUMO gap: 9.7 eV
relative energy (zero: lowest compared OMol25 entry of this formula, charge and spin): 1.3376 eV
total charge: +1
multiplicity: 1

Cartesian coordinates (Å):
C -0.537 0.533 -0.782
C -0.219 -0.143 0.408
C -1.171 -0.357 1.379
C 1.275 -0.220 -0.083
N 0.729 0.572 -1.196
H -1.519 0.869 -0.991
H -1.196 -0.975 2.253
H -2.113 0.076 1.026
H 2.013 0.065 0.690
H 1.544 -1.124 -0.601
H 1.195 0.704 -2.104

In the natural (NBO) picture, each atom carries the following charge in e: atom 1 (C): 0.229, atom 2 (C): -0.124, atom 3 (C): -0.141, atom 4 (C): -0.232, atom 5 (N): -0.419, atom 6 (H): 0.257, atom 7 (H): 0.249, atom 8 (H): 0.213, atom 9 (H): 0.269, atom 10 (H): 0.241, atom 11 (H): 0.456

---

No. 3
ORCA calculation (ωB97M-V/def2-TZVPD) on C4H7CaO3 as an isolated structure in a non-equilibrium geometry.

lowest unoccupied orbital energy (alpha / beta): 0.009 / -0.100 hartree
HOMO-LUMO gap (alpha / beta): 7.5 / 4.5 eV
⟨S²⟩: 0.758
relative energy (zero: lowest compared OMol25 entry of this formula, charge and spin): 0.0000 eV
multiplicity: 2

Cartesian coordinates (Å):
H -2.733 -2.444 -1.703
O 0.058 -2.027 0.019
C 1.279 -1.746 -0.051
C 1.788 -0.433 -0.220
O 1.044 0.634 -0.297
C 0.165 1.100 0.755
C -1.121 1.610 0.123
O -1.867 0.689 -0.566
Ca -1.631 -1.212 -0.926
H 2.032 -2.549 -0.091
H 2.863 -0.253 -0.161
H 0.703 1.918 1.250
H -0.028 0.278 1.455
H -0.841 2.435 -0.566
H -1.713 2.001 0.977

In the natural (NBO) picture, each atom carries the following charge in e: atom 1 (H): -0.797, atom 2 (O): -0.679, atom 3 (C): 0.244, atom 4 (C): 0.215, atom 5 (O): -0.481, atom 6 (C): -0.095, atom 7 (C): -0.068, atom 8 (O): -1.043, atom 9 (Ca): 1.679, atom 10 (H): 0.160, atom 11 (H): 0.179, atom 12 (H): 0.195, atom 13 (H): 0.178, atom 14 (H): 0.155, atom 15 (H): 0.156

---

No. 4
ORCA calculation (ωB97M-V/def2-TZVPD) on the molecule C2H7N3O in a non-equilibrium geometry.

lowest unoccupied orbital energy (alpha / beta): 0.031 / 0.031 hartree
HOMO-LUMO gap (alpha / beta): 8.0 / 8.0 eV
relative energy (zero: lowest compared OMol25 entry of this formula, charge and spin): 5.8832 eV
multiplicity: 1

Cartesian coordinates (Å):
C 1.239 0.755 -0.014
C 1.740 -0.620 -0.259
N -0.042 1.020 -0.205
O -2.947 -0.754 0.165
N -2.007 0.260 0.419
N -0.909 0.064 -0.429
H -2.481 -1.436 -0.343
H -0.412 1.914 0.148
H 1.914 1.588 0.086
H -1.670 0.128 1.404
H 0.924 -1.316 -0.058
H 2.052 -0.775 -1.295
H 2.599 -0.829 0.379

In the natural (NBO) picture, each atom carries the following charge in e: atom 1 (C): -0.011, atom 2 (C): -0.681, atom 3 (N): -0.237, atom 4 (O): -0.566, atom 5 (N): -0.207, atom 6 (N): -0.325, atom 7 (H): 0.459, atom 8 (H): 0.377, atom 9 (H): 0.193, atom 10 (H): 0.302, atom 11 (H): 0.245, atom 12 (H): 0.230, atom 13 (H): 0.219

---

No. 5
ORCA calculation (ωB97M-V/def2-TZVPD) on C39H38N5O2PdS as an isolated structure in a non-equilibrium geometry.

lowest unoccupied orbital energy (alpha / beta): -0.135 / -0.135 hartree
HOMO-LUMO gap (alpha / beta): 5.3 / 5.3 eV
total charge: +1
multiplicity: 1

Cartesian coordinates (Å):
Pd 0.202 -0.866 -0.019
O -0.911 0.207 -1.723
S 0.366 0.813 -2.269
C -0.144 1.954 -3.575
C 0.751 2.923 -4.001
C 0.412 3.720 -5.087
C -0.813 3.547 -5.718
C -1.712 2.590 -5.256
C -1.380 1.785 -4.176
C 0.952 -0.352 -3.532
C 0.111 -1.373 -3.931
C 0.522 -2.230 -4.943
C 1.761 -2.054 -5.547
C 2.591 -1.014 -5.143
C 2.185 -0.153 -4.133
H 1.705 3.054 -3.497
H 1.102 4.480 -5.435
H -1.071 4.160 -6.574
H -2.673 2.464 -5.741
H -2.063 1.030 -3.800
H -0.852 -1.489 -3.451
H -0.128 -3.035 -5.261
H 2.076 -2.717 -6.345
H 3.552 -0.867 -5.622
H 2.822 0.674 -3.827
C 3.756 -1.770 -1.431
C 2.611 -2.722 -1.425
N 1.350 -2.425 -1.194
C 0.629 -3.606 -1.308
C 1.469 -4.619 -1.623
N 2.721 -4.042 -1.696
H 3.420 -0.807 -1.050
H 4.125 -1.619 -2.448
H 4.582 -2.131 -0.816
H -0.438 -3.636 -1.167
H 1.301 -5.669 -1.799
H 3.577 -4.524 -1.902
C -2.469 3.851 4.236
N -2.240 2.635 3.461
N -1.513 2.629 2.278
C -1.058 1.350 2.027
O -0.383 1.117 1.002
C -1.547 0.551 3.101
C -2.228 1.374 3.953
C -2.882 1.050 5.253
C -1.557 3.702 1.343
C -0.398 4.045 0.659
C -0.416 5.128 -0.209
C -1.576 5.868 -0.392
C -2.746 5.482 0.251
C -2.744 4.387 1.104
H -1.848 4.651 3.851
H -2.197 3.672 5.273
H -3.509 4.166 4.195
H -1.405 -0.509 3.209
H -2.981 -0.028 5.350
H -3.872 1.503 5.320
H -2.288 1.415 6.094
H 0.500 3.457 0.803
H 0.489 5.404 -0.739
H -1.573 6.737 -1.041
H -3.669 6.025 0.083
H -3.664 4.049 1.566
C -2.774 -4.619 2.553
C -1.541 -4.827 3.159
C -0.452 -4.039 2.833
C -0.575 -2.983 1.905
C -1.810 -2.844 1.241
C -2.889 -3.643 1.570
N 0.475 -2.118 1.622
C 1.544 -1.919 2.497
C 1.439 -1.993 3.895
C 2.537 -1.728 4.696
C 3.766 -1.402 4.136
C 3.881 -1.321 2.753
C 2.783 -1.556 1.949
H -3.631 -5.218 2.831
H -1.426 -5.618 3.893
H 0.514 -4.248 3.268
H -1.931 -2.074 0.501
H -3.833 -3.500 1.056
H 0.489 -2.219 4.359
H 2.434 -1.774 5.773
H 4.618 -1.189 4.770
H 4.837 -1.073 2.305
H 2.853 -1.482 0.874

In the Mulliken picture, each atom carries the following charge in e: atom 1 (Pd): 0.893, atom 2 (O): -0.708, atom 3 (S): 0.664, atom 4 (C): 0.482, atom 5 (C): -0.324, atom 6 (C): -0.768, atom 7 (C): -0.508, atom 8 (C): -0.838, atom 9 (C): -0.146, atom 10 (C): 0.789, atom 11 (C): -0.621, atom 12 (C): -0.682, atom 13 (C): -0.551, atom 14 (C): -0.633, atom 15 (C): -0.635, atom 16 (H): 0.528, atom 17 (H): 0.439, atom 18 (H): 0.417, atom 19 (H): 0.438, atom 20 (H): 0.421, atom 21 (H): 0.512, atom 22 (H): 0.461, atom 23 (H): 0.436, atom 24 (H): 0.457, atom 25 (H): 0.394, atom 26 (C): -1.606, atom 27 (C): 0.009, atom 28 (N): 1.252, atom 29 (C): -0.702, atom 30 (C): -0.909, atom 31 (N): 0.050, atom 32 (H): 0.177, atom 33 (H): 0.387, atom 34 (H): 0.491, atom 35 (H): 0.535, atom 36 (H): 0.461, atom 37 (H): 0.212, atom 38 (C): -1.069, atom 39 (N): 0.011, atom 40 (N): 0.446, atom 41 (C): 0.597, atom 42 (O): -0.626, atom 43 (C): -0.621, atom 44 (C): 0.218, atom 45 (C): -1.716, atom 46 (C): 0.090, atom 47 (C): -0.401, atom 48 (C): -0.652, atom 49 (C): -0.530, atom 50 (C): -0.677, atom 51 (C): -0.074, atom 52 (H): 0.364, atom 53 (H): 0.408, atom 54 (H): 0.334, atom 55 (H): 0.409, atom 56 (H): 0.396, atom 57 (H): 0.379, atom 58 (H): 0.369, atom 59 (H): 0.470, atom 60 (H): 0.429, atom 61 (H): 0.422, atom 62 (H): 0.405, atom 63 (H): 0.494, atom 64 (C): -0.739, atom 65 (C): -0.613, atom 66 (C): -0.680, atom 67 (C): 0.270, atom 68 (C): -0.350, atom 69 (C): -0.844, atom 70 (N): 0.750, atom 71 (C): -0.116, atom 72 (C): -0.249, atom 73 (C): -0.760, atom 74 (C): -0.617, atom 75 (C): -0.728, atom 76 (C): 0.036, atom 77 (H): 0.409, atom 78 (H): 0.405, atom 79 (H): 0.616, atom 80 (H): 0.815, atom 81 (H): 0.425, atom 82 (H): 0.532, atom 83 (H): 0.391, atom 84 (H): 0.401, atom 85 (H): 0.434, atom 86 (H): 0.065